# 1
Here is one molecule with the formula CH4P2S from OMol25. Energies are from ωB97M-V/def2-TZVPD.

Summary:
Kohn-Sham gap   0.351 Eh
SMILES   CP1#S#[PH]1
Strongest force on any atom   0.0433 Eh/bohr
Net charge   0

Geometry (Å):
C  -0.49624  -0.62740  -0.32658
P  1.18287  -0.30838  0.31133
S  1.05309  0.18840  2.32192
P  1.14081  1.78560  0.90735
H  -0.61256  -1.70144  -0.28527
H  -0.57834  -0.27978  -1.31815
H  -1.38057  -0.07565  -0.07796
H  2.54103  1.93888  0.71813



# 2
Here is a 2-piece molecular cluster, CH4S2 overall from OMol25. Energies are from ωB97M-V/def2-TZVPD.

Summary:
Kohn-Sham gap   0.302 Eh
SMILES   C=S.S
Strongest force on any atom   0.0409 Eh/bohr
Net charge   0

Geometry (Å):
C  1.49455  -0.00451  0.03097
S  0.73890  1.37794  0.36480
H  0.85634  -0.85443  -0.15713
H  2.58440  -0.16295  -0.15521
S  -2.32091  -0.14150  0.40659
H  -1.80299  -1.01627  -0.48733
H  -1.55030  0.80172  -0.00270



# 3
Here is a 2-piece molecular cluster, CH4S2 overall from OMol25. Energies are from ωB97M-V/def2-TZVPD.

Summary:
Kohn-Sham gap   0.313 Eh
SMILES   C=S.S
Strongest force on any atom   0.0565 Eh/bohr
Net charge   0

Geometry (Å):
C  1.35749  -0.63103  1.25561
S  0.04265  -0.86996  0.41703
H  2.30331  -0.19935  1.02647
H  1.40262  -0.95685  2.27743
S  -2.62895  -0.02059  -1.97306
H  -2.19543  -0.90674  -1.00747
H  -3.31586  0.58637  -0.86238



# 4
Here is a 2-piece molecular cluster, CH4S3 overall from OMol25. Energies are from ωB97M-V/def2-TZVPD.

Summary:
Kohn-Sham gap (alpha / beta)   0.264 / 0.264 Eh
Strongest force on any atom   0.0412 Eh/bohr
Net charge   0

Geometry (Å):
C  -0.08472  0.07813  1.36662
S  -1.23328  -0.70086  -1.62628
S  1.64944  0.79102  -2.17988
S  0.16858  -0.33309  -2.80944
H  -1.06391  0.14528  1.01982
H  0.01926  -1.03438  1.44467
H  0.47549  0.38072  0.54005
H  0.06914  0.67319  2.24444